# C36H36F15N2O16P

A 6-piece molecular cluster, C36H36F15N2O16P overall (ωB97M-V/def2-TZVPD, the Open Molecules 2025 dataset).

SMILES string   C#CCc1cc(CC=O)c(P(=N)(O)O)c2c1C(=O)C(N=C=O)=CC2=O.CCOC(=O)C(F)(F)F.CCOC(=O)C(F)(F)F.CCOC(=O)C(F)(F)F.CCOC(=O)C(F)(F)F.CCOC(=O)C(F)(F)F
E_tot   -4545.758557 hartree
HOMO level   -9.23 eV
Gap between HOMO and LUMO   7.49 eV
Total charge   0

Bonds (Å) are listed after each position.
CARTESIAN COORDINATES (ANGSTROEM)
1 C -5.197 -1.536 -2.604  C2 1.299, H26 1.156
2 C -4.114 -0.836 -2.767  C1 1.299, C3 1.623
3 C -2.920 0.116 -3.316  C2 1.623, C4 1.604, H27 1.163, H28 1.163
4 C -2.144 0.835 -2.111  C3 1.604, C5 1.584, C16 1.568
5 C -2.444 2.370 -1.861  C4 1.584, C6 1.582, H29 1.147
6 C -1.745 3.167 -0.686  C5 1.582, C7 1.633, C10 1.598
7 C -2.171 4.741 -0.587  C6 1.633, C8 1.620, H30 1.150, H31 1.165
8 C -0.855 5.682 -0.664  C7 1.620, O9 1.274, H32 1.148
9 O -0.116 5.575 -1.696  C8 1.274
10 C -0.701 2.499 0.322  C6 1.598, P11 1.900, C15 1.596
11 P 0.092 3.451 1.762  C10 1.900, N12 1.623, O13 1.735, O14 1.739
12 N -0.952 4.456 2.493  P11 1.623, H33 1.033
13 O 1.447 4.307 1.095  P11 1.735, H34 1.007
14 O 0.612 2.409 3.053  P11 1.739, H35 0.999
15 C -0.367 0.966 0.027  C10 1.596, C16 1.598, C24 1.603
16 C -1.089 0.175 -1.158  C4 1.568, C15 1.598, C17 1.630
17 C -0.719 -1.403 -1.333  C16 1.630, O18 1.265, C19 1.633
18 O -0.685 -2.001 -2.448  C17 1.265
19 C -0.406 -2.136 0.092  C17 1.633, N20 1.498, C23 1.450
20 N -0.766 -3.561 0.380  C19 1.498, C21 1.311
21 C -2.005 -3.801 0.026  N20 1.311, O22 1.263
22 O -3.037 -4.282 -0.522  C21 1.263
23 C 0.246 -1.430 1.177  C19 1.450, C24 1.630, H36 1.144
24 C 0.694 0.106 0.866  C15 1.603, C23 1.630, O25 1.263
25 O 1.842 0.479 1.239  C24 1.263
26 H -6.144 -2.124 -2.295  C1 1.156
27 H -2.221 -0.468 -4.039  C3 1.163
28 H -3.370 0.969 -3.968  C3 1.163
29 H -3.212 2.875 -2.547  C5 1.147
30 H -2.849 4.960 0.316  C7 1.150
31 H -2.805 5.015 -1.525  C7 1.165
32 H -0.554 6.464 0.121  C8 1.148
33 H -1.878 4.347 2.050  N12 1.033
34 H 2.220 3.955 1.637  O13 1.007
35 H -0.249 2.084 3.444  O14 0.999
36 H 0.443 -1.923 2.190  C23 1.144
37 C -3.770 -5.995 -2.380  C38 1.517, H46 1.094, H47 1.086, H48 1.094
38 C -3.303 -7.407 -2.079  C37 1.517, O39 1.437, H49 1.093, H50 1.093
39 O -4.342 -8.359 -2.361  C38 1.437, C40 1.352
40 C -4.506 -8.688 -3.662  O39 1.352, O41 1.208, C42 1.526
41 O -3.844 -8.232 -4.564  C40 1.208
42 C -5.606 -9.733 -3.819  C40 1.526, F43 1.353, F44 1.353, F45 1.349
43 F -6.718 -9.425 -3.112  C42 1.353
44 F -5.211 -10.954 -3.393  C42 1.353
45 F -6.002 -9.889 -5.099  C42 1.349
46 H -4.694 -5.772 -1.840  C37 1.094
47 H -3.012 -5.271 -2.097  C37 1.086
48 H -3.987 -5.868 -3.445  C37 1.094
49 H -3.074 -7.496 -1.015  C38 1.093
50 H -2.391 -7.657 -2.627  C38 1.093
51 C 7.833 5.402 4.592  C52 1.517, H60 1.094, H61 1.092, H62 1.093
52 C 7.538 5.843 3.171  C51 1.517, O53 1.437, H63 1.092, H64 1.094
53 O 6.290 5.296 2.715  C52 1.437, C54 1.352
54 C 5.174 5.927 3.144  O53 1.352, O55 1.207, C56 1.526
55 O 5.178 6.893 3.869  C54 1.207
56 C 3.927 5.276 2.553  C54 1.526, F57 1.356, F58 1.355, F59 1.347
57 F 3.948 3.924 2.647  C56 1.356
58 F 3.783 5.561 1.236  C56 1.355
59 F 2.790 5.676 3.154  C56 1.347
60 H 7.806 4.311 4.669  C51 1.094
61 H 8.816 5.755 4.910  C51 1.092
62 H 7.085 5.788 5.290  C51 1.093
63 H 8.313 5.461 2.503  C52 1.092
64 H 7.540 6.933 3.077  C52 1.094
65 C -8.597 -6.475 -3.943  C66 1.518, H74 1.094, H75 1.092, H76 1.093
66 C -8.573 -6.582 -2.429  C65 1.518, O67 1.437, H77 1.092, H78 1.093
67 O -8.544 -5.277 -1.827  C66 1.437, C68 1.352
68 C -9.727 -4.627 -1.764  O67 1.352, O69 1.208, C70 1.526
69 O -10.769 -5.074 -2.181  C68 1.208
70 C -9.565 -3.281 -1.065  C68 1.526, F71 1.354, F72 1.353, F73 1.348
71 F -8.497 -2.583 -1.520  C70 1.354
72 F -9.386 -3.422 0.268  C70 1.353
73 F -10.636 -2.477 -1.221  C70 1.348
74 H -7.757 -5.872 -4.299  C65 1.094
75 H -8.541 -7.465 -4.401  C65 1.092
76 H -9.510 -5.985 -4.291  C65 1.093
77 H -7.661 -7.095 -2.115  C66 1.092
78 H -9.417 -7.165 -2.050  C66 1.093
79 C 5.304 -5.194 2.761  C80 1.517, H88 1.094, H89 1.092, H90 1.093
80 C 4.348 -5.651 3.846  C79 1.517, O81 1.437, H91 1.092, H92 1.093
81 O 3.714 -4.526 4.475  C80 1.437, C82 1.352
82 C 2.683 -3.973 3.799  O81 1.352, O83 1.208, C84 1.526
83 O 2.286 -4.365 2.727  C82 1.208
84 C 2.074 -2.822 4.594  C82 1.526, F85 1.351, F86 1.352, F87 1.352
85 F 3.008 -1.982 5.090  C84 1.351
86 F 1.357 -3.261 5.653  C84 1.352
87 F 1.235 -2.061 3.855  C84 1.352
88 H 6.029 -4.481 3.163  C79 1.094
89 H 5.841 -6.044 2.336  C79 1.092
90 H 4.772 -4.684 1.953  C79 1.093
91 H 4.905 -6.175 4.626  C80 1.092
92 H 3.601 -6.350 3.459  C80 1.093
93 C 5.101 8.143 -0.246  C94 1.517, H102 1.093, H103 1.091, H104 1.093
94 C 6.306 7.402 -0.793  C93 1.517, O95 1.436, H105 1.092, H106 1.094
95 O 7.183 8.298 -1.494  C94 1.436, C96 1.352
96 C 7.997 9.053 -0.722  O95 1.352, O97 1.209, C98 1.526
97 O 8.017 9.011 0.486  C96 1.209
98 C 8.903 9.924 -1.588  C96 1.526, F99 1.352, F100 1.353, F101 1.349
99 F 8.227 10.553 -2.576  C98 1.352
100 F 9.873 9.199 -2.190  C98 1.353
101 F 9.529 10.889 -0.883  C98 1.349
102 H 4.588 8.684 -1.046  C93 1.093
103 H 4.400 7.450 0.219  C93 1.091
104 H 5.397 8.886 0.500  C93 1.093
105 H 5.976 6.653 -1.517  C94 1.092
106 H 6.847 6.870 -0.004  C94 1.094